# 1
C2HIN2OS | ωB97M-V/def2-TZVPD

Each line ends with the Mulliken charge.
Cartesian coordinates (Å):
S1 0.392 2.347 -0.953  -0.21
N1 1.262 1.066 -1.061  -0.09
C1 1.624 -0.068 -1.098  0.08
I1 3.290 -1.188 -1.313  0.25
N2 -0.977 -0.296 0.863  -0.40
C2 -1.944 -0.939 1.193  0.51
O1 -2.780 -1.719 1.322  -0.39
H1 -0.868 0.797 1.048  0.24

Calculated values
E_LUMO (alpha / beta): -0.0470 / -0.0470 Eh
calculated total energy: -957.36508 a.u.
HOMO energy (alpha / beta): -8.78 / -8.79 eV
strongest force on any atom: 4.1 eV Å⁻¹
energy above the lowest of the compared OMol25 structures with the same formula, charge and spin: 229.27 kJ/mol
net charge: 0


# 2
C2HIO2 | ωB97M-V/def2-TZVPD

Each line ends with the Mulliken charge.
Cartesian coordinates (Å):
C1 0.742 -0.502 -0.599  0.23
C2 -0.691 0.047 0.535  0.16
O1 1.333 0.356 -1.112  -0.30
O2 -1.360 -0.604 1.198  -0.32
I1 -0.768 2.307 0.455  -0.08
H1 0.744 -1.604 -0.477  0.32

Calculated values
E_LUMO: -0.0195 Eh
calculated total energy: -524.92487 a.u.
HOMO energy: -9.21 eV
strongest force on any atom: 3.9 eV Å⁻¹
energy above the lowest of the compared OMol25 structures with the same formula, charge and spin: 84.69 kJ/mol
net charge: 0


# 3
C2HLiO3Tl | ωB97M-V/def2-TZVPD

Each line ends with the Mulliken charge.
Cartesian coordinates (Å):
O1 1.616 0.211 -0.586  -0.61
C1 0.728 -0.635 -0.430  -0.30
O2 -0.662 1.680 0.137  -0.59
C2 -1.065 0.550 0.116  0.94
O3 -1.734 -0.222 0.738  -0.47
Li1 1.273 2.050 -0.198  0.94
H1 0.653 -1.399 -1.255  0.28
Tl1 -0.810 -2.235 1.479  0.80

Calculated values
E_LUMO (alpha / beta): -0.1858 / -0.1858 Eh
calculated total energy: -482.29935 a.u.
HOMO energy (alpha / beta): -12.26 / -12.27 eV
strongest force on any atom: 3.8 eV Å⁻¹
energy above the lowest of the compared OMol25 structures with the same formula, charge and spin: 221.91 kJ/mol
net charge: +1


# 4
C2HN2O2 | ωB97M-V/def2-TZVPD

Each line ends with the Mulliken charge.
Cartesian coordinates (Å):
C1 -0.803 0.583 -0.124  0.43
C2 0.597 -0.049 0.097  0.45
N1 0.557 -1.503 0.277  -0.44
N2 1.152 -0.979 -0.721  -0.57
O1 -0.854 1.752 -0.333  -0.64
O2 -1.698 -0.326 -0.114  -0.54
H1 1.050 0.522 0.919  0.30

Calculated values
E_LUMO (alpha / beta): 0.1671 / 0.0699 Eh
calculated total energy: -336.67476 a.u.
2S+1: 3
HOMO energy (alpha / beta): -1.95 / -4.30 eV
strongest force on any atom: 4.4 eV Å⁻¹
expectation value of S²: 2.015
energy above the lowest of the compared OMol25 structures with the same formula, charge and spin: 0.00 kJ/mol
net charge: -1


# 5
C2HN2O2S | ωB97M-V/def2-TZVPD

Each line ends with the Mulliken charge.
Cartesian coordinates (Å):
C1 1.381 -0.077 -0.293  0.34
C2 0.861 1.143 -0.643  -0.44
N1 -1.896 -1.117 -0.481  -0.27
N2 -2.014 -0.765 0.558  0.84
O1 -2.226 -0.446 1.654  -0.58
O2 0.901 -1.206 -0.054  -0.64
S1 0.387 2.604 -0.147  -0.40
H1 2.607 -0.135 -0.594  0.15

Calculated values
E_LUMO: 0.1374 Eh
calculated total energy: -734.89952 a.u.
HOMO energy: -2.33 eV
strongest force on any atom: 3.1 eV Å⁻¹
energy above the lowest of the compared OMol25 structures with the same formula, charge and spin: 83.66 kJ/mol
net charge: -1


# 6
C2HN3O2 | ωB97M-V/def2-TZVPD

Each line ends with the Mulliken charge.
Cartesian coordinates (Å):
O1 1.078 -0.960 1.797  -0.34
C1 0.463 -1.125 0.841  0.68
N1 -0.179 -1.401 -0.155  -0.36
C2 -0.767 -0.647 -1.171  0.20
O2 -0.161 0.540 -1.371  -0.49
H1 -1.719 -1.103 -1.905  0.29
N2 0.540 2.737 0.329  0.04
N3 0.745 1.960 1.635  -0.02

Calculated values
E_LUMO: -0.0552 Eh
calculated total energy: -391.31578 a.u.
HOMO energy: -10.68 eV
strongest force on any atom: 17.5 eV Å⁻¹
energy above the lowest of the compared OMol25 structures with the same formula, charge and spin: 748.27 kJ/mol
net charge: 0


# 7
C2HN3O3 | ωB97M-V/def2-TZVPD

Each line ends with the Mulliken charge.
Cartesian coordinates (Å):
O1 -1.469 0.884 -0.881  -0.46
C1 -1.722 -0.046 -0.054  0.17
O2 -0.820 -0.592 0.779  -0.28
C2 0.366 -0.177 0.441  0.70
N1 1.054 0.812 0.816  -0.24
N2 2.247 0.767 0.065  -0.20
N3 2.125 -0.355 -0.660  0.03
O3 0.996 -0.867 -0.534  -0.06
H1 -2.777 -0.427 0.029  0.35

Calculated values
E_LUMO: 0.0092 Eh
calculated total energy: -466.68267 a.u.
HOMO energy: -11.70 eV
strongest force on any atom: 7.1 eV Å⁻¹
energy above the lowest of the compared OMol25 structures with the same formula, charge and spin: 486.19 kJ/mol
net charge: 0


# 8
C2HN3O3 | ωB97M-V/def2-TZVPD

Each line ends with the Mulliken charge.
Cartesian coordinates (Å):
O1 2.735 0.236 -0.194  -0.33
C1 1.750 -0.416 -0.116  0.19
N1 0.401 0.177 0.583  0.35
N2 0.005 1.390 0.087  -0.14
N3 -1.240 1.301 -0.015  -0.20
C2 -1.730 0.059 0.064  0.58
O2 -2.907 -0.337 -0.280  -0.51
O3 -0.582 -0.780 0.400  -0.23
H1 1.569 -1.630 -0.528  0.30

Calculated values
E_LUMO: -0.0547 Eh
calculated total energy: -466.64639 a.u.
HOMO energy: -10.82 eV
strongest force on any atom: 7.0 eV Å⁻¹
energy above the lowest of the compared OMol25 structures with the same formula, charge and spin: 581.44 kJ/mol
net charge: 0


# 9
C2HN3OS2 | ωB97M-V/def2-TZVPD

Each line ends with the Mulliken charge.
Cartesian coordinates (Å):
C1 0.608 -0.012 0.107  0.46
C2 1.438 1.068 0.175  -0.23
H1 1.649 2.112 0.287  0.39
N1 -0.801 0.022 0.073  -0.08
N2 2.501 -0.820 -0.081  -0.19
N3 1.270 -1.129 -0.049  -0.15
O1 2.670 0.453 -0.077  -0.03
S1 -1.856 -1.357 0.020  -0.06
S2 -1.649 1.445 -0.080  -0.10

Calculated values
E_LUMO: -0.0994 Eh
calculated total energy: -1112.51976 a.u.
HOMO energy: -8.80 eV
strongest force on any atom: 4.1 eV Å⁻¹
energy above the lowest of the compared OMol25 structures with the same formula, charge and spin: 239.83 kJ/mol
net charge: 0


# 10
C2HN5O | ωB97M-V/def2-TZVPD

Each line ends with the Mulliken charge.
Cartesian coordinates (Å):
O1 -1.975 -0.263 0.824  -0.46
C1 -1.073 -0.303 -0.017  0.71
N1 -0.778 1.049 -0.783  -0.11
N2 0.327 1.398 -0.488  -0.11
C2 1.049 0.878 0.610  -0.09
N3 1.574 -0.314 0.563  -0.10
N4 1.099 -1.198 -0.355  -0.12
N5 -0.150 -1.339 -0.571  -0.18
H1 1.440 1.487 1.294  0.45

Calculated values
E_LUMO: -0.0557 Eh
calculated total energy: -425.64477 a.u.
HOMO energy: -9.87 eV
strongest force on any atom: 5.8 eV Å⁻¹
energy above the lowest of the compared OMol25 structures with the same formula, charge and spin: 349.70 kJ/mol
net charge: 0


# 11
C2HN7 | ωB97M-V/def2-TZVPD

Each line ends with the Mulliken charge.
Cartesian coordinates (Å):
C1 -0.175 -0.094 0.010  0.11
N1 0.144 -1.380 0.024  -0.31
N2 1.370 -1.804 0.023  -0.23
C2 2.338 -0.949 0.004  0.61
N3 3.621 -0.807 -0.028  -0.28
N4 3.962 0.451 -0.014  -0.20
N5 2.986 1.293 0.020  -0.39
N6 1.867 0.665 0.022  1.15
N7 0.622 0.971 0.024  -0.88
H1 -1.230 0.132 -0.006  0.42

Calculated values
E_LUMO: -0.0697 Eh
calculated total energy: -459.93857 a.u.
HOMO energy: -10.32 eV
strongest force on any atom: 5.9 eV Å⁻¹
energy above the lowest of the compared OMol25 structures with the same formula, charge and spin: 0.00 kJ/mol
net charge: 0


# 12
C2HNO2 | ωB97M-V/def2-TZVPD

Each line ends with the Mulliken charge.
Cartesian coordinates (Å):
C1 0.477 0.642 -0.151  0.54
C2 -1.701 -1.134 -0.504  0.10
N1 1.640 0.601 0.161  -0.33
O1 -0.654 0.887 -0.200  -0.40
O2 -2.333 -1.362 0.393  -0.16
H1 2.570 0.365 0.302  0.25

Calculated values
E_LUMO: 0.0289 Eh
calculated total energy: -282.02299 a.u.
HOMO energy: -11.03 eV
strongest force on any atom: 4.1 eV Å⁻¹
energy above the lowest of the compared OMol25 structures with the same formula, charge and spin: 84.35 kJ/mol
net charge: 0


# 13
C2HNO2 | ωB97M-V/def2-TZVPD

Each line ends with the Mulliken charge.
Cartesian coordinates (Å):
N1 1.286 -1.039 1.690  -0.27
C1 0.292 -0.572 0.905  0.05
C2 0.067 -0.037 -0.564  0.68
O1 0.689 -0.416 -1.510  -0.38
O2 -0.793 1.029 -0.696  -0.47
H1 -1.541 1.034 0.175  0.39

Calculated values
E_LUMO: -0.0436 Eh
calculated total energy: -281.93078 a.u.
HOMO energy: -11.75 eV
strongest force on any atom: 13.1 eV Å⁻¹
energy above the lowest of the compared OMol25 structures with the same formula, charge and spin: 326.45 kJ/mol
net charge: 0


# 14
C2HNO2S | ωB97M-V/def2-TZVPD

Each line ends with the Mulliken charge.
Cartesian coordinates (Å):
O1 -2.677 0.209 -0.058  -0.39
C1 -1.549 -0.061 -0.015  0.59
S1 -0.409 -1.346 0.057  -0.20
C2 -0.127 0.566 -0.045  0.19
N1 1.048 1.078 -0.086  -0.24
O2 2.028 0.182 -0.191  -0.24
H1 1.687 -0.628 0.338  0.28

Calculated values
E_LUMO: -0.0192 Eh
calculated total energy: -680.09044 a.u.
HOMO energy: -10.34 eV
strongest force on any atom: 3.3 eV Å⁻¹
energy above the lowest of the compared OMol25 structures with the same formula, charge and spin: 445.28 kJ/mol
net charge: 0


# 15
C2HNO2S | ωB97M-V/def2-TZVPD

Each line ends with the Mulliken charge.
Cartesian coordinates (Å):
C1 0.047 0.735 1.328  0.08
C2 -0.094 0.153 0.102  0.38
N1 -0.898 1.203 0.576  -0.41
O1 1.097 -0.982 -2.501  -0.42
O2 -0.440 -1.118 -0.078  -0.38
S1 -0.068 -0.617 -1.744  0.41
H1 0.356 0.627 2.317  0.33

Calculated values
E_LUMO: -0.0046 Eh
calculated total energy: -680.04526 a.u.
HOMO energy: -9.06 eV
strongest force on any atom: 3.8 eV Å⁻¹
energy above the lowest of the compared OMol25 structures with the same formula, charge and spin: 563.90 kJ/mol
net charge: 0


# 16
C2HNO3S | ωB97M-V/def2-TZVPD

Each line ends with the Mulliken charge.
Cartesian coordinates (Å):
C1 0.521 0.309 -1.248  0.50
C2 1.795 -1.802 -1.373  0.49
N1 0.132 -0.235 -0.116  0.16
O1 0.312 1.335 -1.824  -0.42
O2 1.454 -0.822 -2.006  -0.33
O3 0.597 -1.374 0.302  -0.30
S1 2.440 -3.208 -1.301  -0.36
H1 -0.737 0.158 0.196  0.26

Calculated values
E_LUMO (alpha / beta): 0.0041 / -0.1032 Eh
calculated total energy: -755.25240 a.u.
2S+1: 3
HOMO energy (alpha / beta): -5.90 / -9.62 eV
strongest force on any atom: 5.1 eV Å⁻¹
expectation value of S²: 2.015
energy above the lowest of the compared OMol25 structures with the same formula, charge and spin: 264.47 kJ/mol
net charge: 0


# 17
C2HNO4 | ωB97M-V/def2-TZVPD

Each line ends with the Mulliken charge.
Cartesian coordinates (Å):
O1 -1.467 -0.919 0.059  -0.44
C1 -0.863 -0.003 0.496  0.81
N1 -0.248 0.678 1.569  -0.41
O2 -0.758 1.267 0.249  -0.26
H1 0.690 0.781 1.766  0.29
O3 1.645 -0.085 -0.670  -0.41
C2 0.902 -0.596 -1.395  0.81
O4 0.101 -1.123 -2.074  -0.38

Calculated values
E_LUMO: 0.0171 Eh
calculated total energy: -432.45484 a.u.
HOMO energy: -11.16 eV
strongest force on any atom: 4.3 eV Å⁻¹
energy above the lowest of the compared OMol25 structures with the same formula, charge and spin: 152.72 kJ/mol
net charge: 0


# 18
C2HNO4 | ωB97M-V/def2-TZVPD

Each line ends with the Mulliken charge.
Cartesian coordinates (Å):
O1 -1.350 1.731 0.035  -0.42
C1 -0.564 0.798 0.060  0.43
O2 0.785 1.115 -0.614  -0.24
N1 1.539 -0.163 -0.083  -0.08
O3 0.548 -1.237 -0.104  -0.24
C2 -0.764 -0.819 -0.013  0.64
O4 -1.868 -1.193 -0.366  -0.41
H1 1.673 -0.232 1.085  0.32

Calculated values
E_LUMO: -0.0388 Eh
calculated total energy: -432.33925 a.u.
HOMO energy: -10.90 eV
strongest force on any atom: 6.2 eV Å⁻¹
energy above the lowest of the compared OMol25 structures with the same formula, charge and spin: 456.19 kJ/mol
net charge: 0


# 19
C2HNO4 | ωB97M-V/def2-TZVPD

Each line ends with the Mulliken charge.
Cartesian coordinates (Å):
O1 0.264 -2.240 0.473  -0.47
C1 -0.465 -1.398 0.053  0.51
N1 -1.174 -0.469 0.001  0.00
O2 -2.207 0.127 -0.628  -0.37
H1 -3.001 -0.437 -0.623  0.35
O3 1.641 0.554 -0.212  -0.37
C2 2.183 1.474 0.257  0.73
O4 2.758 2.389 0.680  -0.38

Calculated values
E_LUMO: 0.0047 Eh
calculated total energy: -432.47027 a.u.
HOMO energy: -10.24 eV
strongest force on any atom: 4.2 eV Å⁻¹
energy above the lowest of the compared OMol25 structures with the same formula, charge and spin: 112.20 kJ/mol
net charge: 0


# 20
C2HNOS | ωB97M-V/def2-TZVPD

Each line ends with the Mulliken charge.
Cartesian coordinates (Å):
C1 -0.317 1.062 -0.524  0.39
C2 0.113 -1.609 0.649  0.14
N1 -0.375 0.526 0.535  -0.33
O1 0.797 -2.021 -0.191  -0.18
S1 0.025 1.533 -1.954  -0.34
H1 -0.244 0.508 1.485  0.32

Calculated values
E_LUMO: 0.0208 Eh
calculated total energy: -604.94974 a.u.
HOMO energy: -9.68 eV
strongest force on any atom: 4.2 eV Å⁻¹
energy above the lowest of the compared OMol25 structures with the same formula, charge and spin: 97.70 kJ/mol
net charge: 0